Entry i
Formula: C2H6
Source: OMol25
Level of theory: the ωB97M-V functional and the def2-TZVPD basis

Last columns: bonded neighbours and bond lengths (Å).
Cartesian coordinates (Å):
1 C 0.75980 -0.24033 -0.11315  C2 1.787, H3 1.035, H6 1.187, H8 1.051
2 C -0.94622 0.21026 0.16641  C1 1.787, H4 0.971, H5 1.109, H7 1.106
3 H 0.86106 -1.00362 -0.80439  C1 1.035
4 H -1.14557 0.45176 -0.75259  C2 0.971
5 H -1.26188 -0.81259 0.45730  C2 1.109
6 H 1.36895 0.66027 -0.59047  C1 1.187
7 H -0.88020 1.09606 0.82548  C2 1.106
8 H 1.24407 -0.36182 0.81142  C1 1.051

Values from the calculation:
Orbital gap in eV: 12.2
Molecular weight in g/mol: 30.07
Multiplicity: 1
Highest occupied orbital energy in hartree: -0.399

Entry ii
Formula: C2H6
Source: OMol25
Level of theory: the ωB97M-V functional and the def2-TZVPD basis

Last columns: bonded neighbours and bond lengths (Å).
Cartesian coordinates (Å):
1 C 0.77416 -0.08197 -0.00110  C2 1.562, H4 1.186, H6 1.103, H8 0.999
2 C -0.78747 -0.04101 0.01141  C1 1.562, H3 1.051, H5 1.164, H7 1.085
3 H -1.09458 0.04391 1.01282  C2 1.051
4 H 1.02714 1.07355 0.08722  C1 1.186
5 H -1.33192 -0.96078 -0.44851  C2 1.164
6 H 1.24705 -0.42089 -0.93790  C1 1.103
7 H -0.96139 0.85547 -0.57394  C2 1.085
8 H 1.12702 -0.46828 0.85000  C1 0.999

Values from the calculation:
Orbital gap in eV: 12.8
Molecular weight in g/mol: 30.07
Multiplicity: 1
Highest occupied orbital energy in hartree: -0.421

Sorted by energy, starting with the most stable: entry ii, entry i.